[1]
C2H2Br2I2 | the ωB97M-V functional and the def2-TZVPD basis

Structure (XYZ):
```
8
Properties=species:S:1:pos:R:3:forces:R:3
Br 2.5862 -0.4962 1.2930 -1.01 0.48 -0.75
C 0.9052 -0.0587 0.3887 0.37 -2.57 1.43
C -0.0918 -0.9435 0.2947 3.95 -1.12 1.74
I 0.0187 -2.9714 1.0491 -0.23 1.37 -0.76
H 0.7919 0.9637 0.1855 0.01 1.15 -0.49
H -0.9727 -0.6002 -0.0490 -3.10 0.62 -1.24
Br -3.5270 -0.1711 3.3806 0.79 -0.04 0.15
I -1.0634 -0.2927 3.9123 -0.78 0.10 -0.08
```
Positions in Å, forces in eV/Å.

Output
- spin multiplicity = 1
- relative energy (zero: lowest compared OMol25 entry of this formula, charge and spin) (kJ/mol) = 43.92
- F_max (eV Å⁻¹) = 4.46
- E (eV) = -158391.533
- highest occupied orbital energy (eV) = -9.3
- LUMO level (eV) = -1.86
- gap between HOMO and LUMO (eV) = 7.47
- structure (SMILES) = Br/C=C\I.BrI

The Löwdin scheme yields these atomic charges, measured in e: 0.55 -0.65 -0.68 0.70 0.03 -0.01 -0.17 0.23

---

[2]
C10H12FNO2 | the ωB97M-V functional and the def2-TZVPD basis

Structure (XYZ):
```
26
Properties=species:S:1:pos:R:3:forces:R:3
C 2.0048 0.5064 0.9437 -1.08 -1.83 -0.25
C 1.6823 0.0092 -0.4839 -2.92 1.80 -0.82
N 2.8381 -0.6801 -1.1686 -1.78 1.49 0.75
O 2.8561 -0.6631 -2.3849 0.65 -0.40 0.36
O 3.6090 -1.1492 -0.3829 1.51 -1.08 -0.56
C 0.3221 -0.9193 -0.5841 0.48 0.61 0.71
C -0.0004 -1.4087 -2.0054 2.68 5.41 -0.98
F 0.5931 -2.0813 0.1520 -0.04 0.22 0.28
C -0.8502 -0.1221 0.1415 0.92 0.22 0.20
C -1.4373 1.0109 -0.4890 1.11 -1.12 0.31
C -2.4444 1.6878 0.1929 0.19 -0.65 -0.56
C -2.7863 1.3309 1.4765 -0.70 -0.53 0.36
C -2.1677 0.3006 2.1660 1.78 -1.01 0.09
C -1.1464 -0.4274 1.5081 -0.90 1.00 -1.86
H 1.0249 0.7040 1.4869 1.63 0.26 -0.72
H 2.7903 1.2491 0.9969 -0.35 0.55 -0.22
H 2.4573 -0.3759 1.3653 0.01 -0.25 0.87
H 1.3825 0.9184 -1.0921 0.69 -1.19 0.20
H -0.1433 -0.3152 -2.6048 -0.20 -3.26 1.20
H -0.7963 -2.0658 -2.0290 -1.78 -1.05 -0.15
H 0.9195 -1.7985 -2.4786 -0.69 -0.14 0.34
H -1.0014 1.3315 -1.4581 -0.87 -0.22 0.57
H -3.1102 2.3707 -0.2957 0.24 0.64 -0.31
H -3.6727 1.7944 1.8604 -0.14 0.31 0.56
H -2.3380 0.0231 3.2227 -0.36 0.45 -0.78
H -0.5853 -1.2305 1.9443 -0.08 -0.23 0.41
```
Positions in Å, forces in eV/Å.

Output
- spin multiplicity = 1
- relative energy (zero: lowest compared OMol25 entry of this formula, charge and spin) (kJ/mol) = 285.48
- F_max (eV Å⁻¹) = 6.11
- E (eV) = -18863.446
- highest occupied orbital energy (eV) = -9.6
- LUMO level (eV) = 0.28
- gap between HOMO and LUMO (eV) = 9.92
- structure (SMILES) = C[C@@H]([N+](=O)[O-])[C@@](C)(F)c1ccccc1

The Löwdin scheme yields these atomic charges, measured in e: -0.02 -0.17 -0.37 0.07 0.10 -0.38 0.01 0.00 -0.14 -0.03 -0.09 -0.11 -0.06 -0.03 0.10 0.08 0.07 0.16 0.15 0.06 0.07 0.11 0.10 0.10 0.11 0.11

---

[3]
C5H10OS2 | the ωB97M-V functional and the def2-TZVPD basis

Structure (XYZ):
```
18
Properties=species:S:1:pos:R:3:forces:R:3
C -1.1558 -0.3126 1.6545 0.77 -1.21 0.92
O -0.2282 -0.6508 0.6397 0.54 0.22 0.61
C -0.6438 -0.0961 -0.5594 -1.14 1.18 0.13
S 0.3080 -0.8391 -1.8997 0.59 0.12 0.03
C 1.2390 -2.0837 -0.9501 -1.46 -1.60 -0.75
C -0.5472 1.4901 -0.4768 3.10 -2.43 -0.33
C 0.8339 1.9923 -0.1250 0.91 -0.23 0.04
S -1.7476 2.4341 -0.7440 -2.37 1.48 -0.51
H -2.0708 -0.7782 1.3533 -1.08 0.02 0.13
H -0.8283 -0.7955 2.6099 -0.10 0.57 -0.84
H -1.2577 0.7568 1.7611 -0.13 0.33 0.22
H -1.7191 -0.3260 -0.7061 0.35 0.14 -0.14
H 1.9223 -1.6936 -0.2060 -0.31 -0.01 0.20
H 0.4822 -2.8824 -0.6194 1.36 1.36 0.16
H 1.8055 -2.6024 -1.7218 0.25 0.13 -0.10
H 0.9144 1.9964 0.9733 0.11 -0.15 -0.21
H 1.0212 3.0261 -0.4426 -0.39 -0.28 -0.01
H 1.6719 1.3645 -0.5409 -1.01 0.36 0.46
```
Positions in Å, forces in eV/Å.

Output
- spin multiplicity = 1
- relative energy (zero: lowest compared OMol25 entry of this formula, charge and spin) (kJ/mol) = 140.01
- F_max (eV Å⁻¹) = 3.95
- E (eV) = -29063.467
- highest occupied orbital energy (eV) = -8.5
- LUMO level (eV) = -0.08
- gap between HOMO and LUMO (eV) = 8.40
- structure (SMILES) = CO[C@H](SC)C(C)=S

The Löwdin scheme yields these atomic charges, measured in e: -0.07 -0.25 -0.71 0.88 -0.39 -0.88 -0.13 0.81 0.09 0.11 0.08 0.09 0.04 0.07 0.02 0.09 0.07 0.09

---

[4]
C3H4N4O2 | the ωB97M-V functional and the def2-TZVPD basis

Structure (XYZ):
```
13
Properties=species:S:1:pos:R:3:forces:R:3
C 1.1948 -0.1033 -0.7415 -1.37 -0.51 0.08
C -0.1723 -0.7182 -0.3162 0.34 1.13 -0.91
C 0.2933 1.5961 0.6382 0.61 0.91 0.65
N -1.3451 -0.3151 1.6705 -1.71 0.82 1.87
N 1.2818 1.1484 -0.0955 0.89 0.36 -0.27
N -0.6910 0.0119 0.7111 1.82 -1.44 -2.25
N -0.7674 -1.5971 -1.0369 -0.19 -0.93 0.01
O 1.9561 -0.5888 -1.4841 0.19 -0.02 -0.05
O -0.2034 2.4212 1.2515 0.05 0.01 -0.11
H -1.6897 0.4112 2.3226 -0.50 -0.64 0.53
H 2.1367 1.7150 -0.2346 -0.41 0.02 0.07
H -0.3094 -1.9801 -1.8809 0.05 0.10 0.45
H -1.6843 -2.0011 -0.8042 0.25 0.19 -0.07
```
Positions in Å, forces in eV/Å.

Output
- spin multiplicity = 3
- relative energy (zero: lowest compared OMol25 entry of this formula, charge and spin) (kJ/mol) = 0.00
- net charge = +2
- F_max (eV Å⁻¹) = 3.23
- <S²> = 2.0225
- E (eV) = -13207.271
- highest occupied orbital energy (spin up / spin down) (eV) = -19.7 / -21.4
- LUMO level (spin up / spin down) (eV) = -10.70 / -14.00
- gap between HOMO and LUMO (spin up / spin down) (eV) = 9.01 / 7.40

The Löwdin scheme yields these atomic charges, measured in e: -0.29 -0.10 -0.19 0.39 0.27 0.03 0.36 0.30 0.38 0.21 0.25 0.20 0.20

---

[5]
C8H18N2O | the ωB97M-V functional and the def2-TZVPD basis

Structure (XYZ):
```
29
Properties=species:S:1:pos:R:3:forces:R:3
C -0.3369 0.5537 -2.4141 -1.61 -2.20 -1.29
C 1.0595 0.9154 -1.8917 -2.04 3.31 1.55
C 1.0394 0.5454 -0.3291 -0.48 0.96 -0.66
C 2.3328 0.9717 0.3171 0.20 -2.25 1.36
C -0.5766 -0.2807 1.5582 0.22 -1.88 0.10
C 0.7382 -1.0859 2.0705 2.44 -0.24 2.97
C -1.4939 -1.4445 0.9554 1.54 -2.97 0.43
C -2.4385 -1.0909 -0.1642 -4.12 3.02 -1.56
H -0.6216 -0.4645 -1.5967 0.56 3.16 -3.41
H -1.1942 1.4195 -2.3936 2.30 -2.32 0.36
H -0.2901 0.1693 -3.6107 -0.22 0.83 3.39
H 1.8105 0.3878 -2.4460 0.55 -0.51 0.15
H 1.2448 2.0844 -1.9628 -0.11 -2.61 -0.11
H 1.2177 -0.4660 -0.3165 -0.64 -2.76 -0.33
H 2.6507 0.2880 1.2101 -0.66 1.02 -1.86
H 2.9456 0.6783 -0.5624 0.88 1.48 1.04
H 2.2055 1.9127 0.7926 0.89 1.49 -0.54
H -1.2119 0.0812 2.4144 1.05 0.51 -1.06
H 1.1491 -1.7170 1.1884 -0.19 1.57 1.57
H 0.7923 -1.9188 2.9765 -1.80 1.80 -2.31
H 1.5715 -0.4036 2.7515 -2.17 -1.37 -2.81
H -0.7640 -2.4410 0.4262 -1.89 2.88 1.96
H -2.0792 -1.9158 2.0162 1.58 1.16 -3.55
H -3.2771 -2.0333 -0.2862 2.10 3.16 0.35
H -2.9955 0.2550 0.3436 0.88 -4.04 -1.44
H -2.1744 -0.5876 -1.4075 -0.44 -2.23 4.55
N -0.2358 0.7625 0.4979 0.94 2.47 -0.24
N -0.7110 2.1004 0.5110 1.97 -0.82 -5.32
O -0.3570 2.7242 -0.6483 -1.75 -2.61 6.70
```
Positions in Å, forces in eV/Å.

Output
- spin multiplicity = 1
- relative energy (zero: lowest compared OMol25 entry of this formula, charge and spin) (kJ/mol) = 1152.70
- F_max (eV Å⁻¹) = 7.40
- E (eV) = -13603.634
- highest occupied orbital energy (eV) = -9.3
- LUMO level (eV) = 0.02
- gap between HOMO and LUMO (eV) = 9.33

The Löwdin scheme yields these atomic charges, measured in e: -0.17 -0.25 -0.37 -0.06 -0.31 -0.13 -0.35 -0.23 0.10 0.11 0.11 0.09 0.14 0.07 0.08 0.10 0.07 0.14 0.07 0.11 0.12 0.17 0.18 0.11 0.17 0.11 -0.07 0.08 -0.17

---

[6]
C11H12F3GaN3O6 | the ωB97M-V functional and the def2-TZVPD basis

Structure (XYZ):
```
36
Properties=species:S:1:pos:R:3:forces:R:3
Ga 0.0670 0.0605 0.2464 0.14 -0.43 -0.61
N -2.0973 -0.4546 -0.1560 0.14 -0.09 0.18
C -2.8302 0.4889 -1.0083 0.03 0.16 -0.21
C -2.1810 1.8572 -0.8520 -0.02 -0.14 -0.10
N -0.7342 1.6086 -0.9663 0.27 0.61 0.47
H -2.2405 -1.4171 -0.4440 0.05 -0.03 0.00
H -2.4614 -0.3966 0.7917 -0.06 -0.10 0.02
H -3.8948 0.5192 -0.7824 0.00 0.01 0.04
H -2.7200 0.1674 -2.0450 -0.03 -0.05 0.00
H -2.3901 2.3162 0.1140 0.01 -0.08 0.04
H -2.5362 2.5257 -1.6350 0.01 0.06 0.04
H -0.1731 2.4496 -0.8508 -0.15 0.09 0.01
H -0.5080 1.2731 -1.9003 0.10 -0.06 0.05
O 1.9633 -0.7561 1.3023 -0.19 0.36 0.13
C 3.1092 -0.8641 0.8805 0.09 -0.17 -0.13
C 3.5133 -0.5532 -0.4666 -0.17 0.10 -0.08
C 4.8457 -0.7530 -0.8371 0.06 -0.02 0.01
C 5.2396 -0.4666 -2.1179 -0.09 0.01 0.03
C 4.3380 0.0207 -3.0605 0.05 -0.02 0.03
C 3.0243 0.2254 -2.7048 -0.03 -0.03 0.03
C 2.5842 -0.0556 -1.4052 0.18 -0.06 0.03
O 1.3114 0.2020 -1.1221 -0.36 -0.19 -0.09
N 6.6441 -0.6797 -2.5022 0.06 -0.03 0.00
O 6.9462 -0.4413 -3.6510 -0.03 0.02 0.00
O 7.3982 -1.0808 -1.6416 -0.02 0.01 0.00
H 3.8852 -1.2506 1.5556 -0.01 0.03 0.02
H 5.5674 -1.1322 -0.1251 0.00 0.00 0.00
H 4.6876 0.2332 -4.0607 0.00 0.00 -0.01
H 2.3128 0.6061 -3.4246 0.00 -0.01 0.01
F -2.1445 -1.3157 3.8440 -0.04 0.00 0.02
C -0.8059 -1.3606 3.7461 -0.01 0.09 -0.14
F -0.2795 -0.5657 4.6609 0.02 0.03 0.04
F -0.4003 -2.6005 3.9434 0.02 -0.09 0.00
C -0.4514 -0.8850 2.3225 -0.09 -0.03 0.40
O -0.2902 0.3743 2.1342 -0.13 -0.27 -0.42
O -0.4110 -1.6888 1.3769 0.17 0.28 0.21
```
Positions in Å, forces in eV/Å.

Output
- spin multiplicity = 1
- relative energy (zero: lowest compared OMol25 entry of this formula, charge and spin) (kJ/mol) = 0.00
- net charge = +1
- F_max (eV Å⁻¹) = 0.82
- E (eV) = -88879.350
- highest occupied orbital energy (eV) = -12.5
- LUMO level (eV) = -3.55
- gap between HOMO and LUMO (eV) = 8.94

The Löwdin scheme yields these atomic charges, measured in e: 0.65 0.04 -0.18 -0.17 0.02 0.13 0.11 0.13 0.13 0.13 0.13 0.13 0.12 0.03 -0.10 -0.10 0.07 -0.13 0.04 0.03 -0.26 -0.07 -0.35 0.10 0.10 0.15 0.14 0.13 0.13 0.17 -0.56 0.20 0.21 -0.48 0.08 0.09

---

Question: Number 3 is which compound?
Answer: C5H10OS2

---

Question: Which formula does entry 6 have?
Answer: C11H12F3GaN3O6